--- 1 ---
# C3H6O2

C3H6O2 in the gas phase (ωB97M-V with the def2-TZVPD basis set, the OMol25 dataset).

```
! RIJCOSX wB97M-V def2-TZVPD def2/J DEFGRID3
* xyz 0 1
C 1.51 -0.42 0.09
C 0.06 -0.13 0.48
O -0.40 -0.41 1.56
C -0.88 0.49 -0.55
O -2.24 0.34 -0.14
H 1.86 0.48 -0.44
H 1.48 -1.31 -0.61
H 2.03 -0.65 1.01
H -0.60 1.56 -0.60
H -0.72 0.06 -1.56
H -2.11 -0.01 0.75
*
```

As for the frontier orbital gap: 0.4075 Eh. The value obtained for the HOMO energy is -10.3 eV. The SMILES is CC(=O)CO.

These are the Löwdin partial charges, in e, on atoms 1 to 8: number 1, C, carries -0.005; number 2, C, carries -0.427; number 3, O, carries 0.083; number 4, C, carries -0.195; number 5, O, carries -0.057; number 6, H, carries 0.087; number 7, H, carries 0.113; number 8, H, carries 0.077



--- 2 ---
# C3H6O2

A molecular structure, C3H6O2 (ωB97M-V with the def2-TZVPD basis set, the OMol25 dataset).

```
! RIJCOSX wB97M-V def2-TZVPD def2/J DEFGRID3
* xyz 0 1
C -1.64 0.72 0.45
O -0.66 0.21 -0.46
C 0.49 -0.33 0.05
C 1.65 -0.46 -0.80
O 2.79 -0.32 -0.38
H -2.26 -0.09 0.85
H -1.20 1.29 1.27
H -2.29 1.39 -0.13
H 0.90 -1.62 -0.20
H 0.69 -0.04 1.10
H 1.36 -0.73 -1.84
*
```

As for the frontier orbital gap: 0.3687 Eh. The value obtained for the HOMO energy is -9.2 eV.

These are the Löwdin partial charges, in e, on atoms 1 to 8: number 1, C, carries -0.070; number 2, O, carries -0.143; number 3, C, carries -0.172; number 4, C, carries -0.392; number 5, O, carries 0.001; number 6, H, carries 0.089; number 7, H, carries 0.092; number 8, H, carries 0.094



Stability, highest: 1



--- 1 ---
# C3H6O2

C3H6O2 in the gas phase (ωB97M-V with the def2-TZVPD basis set, the OMol25 dataset).

```
! RIJCOSX wB97M-V def2-TZVPD def2/J DEFGRID3
* xyz 0 1
C 0.65 -1.27 -0.63
C 0.47 -0.05 0.60
C -0.86 0.74 0.10
O -1.92 0.24 -0.21
O -0.72 2.12 0.32
H 1.70 -1.53 -0.54
H 0.56 -0.74 -1.67
H -0.16 -2.21 -0.47
H 0.41 -0.51 1.68
H 1.46 0.75 0.66
H -1.59 2.46 0.15
*
```

As for the frontier orbital gap: 0.4187 Eh. The value obtained for the HOMO energy is -10.6 eV. The SMILES is CCC(=O)O.

These are the Löwdin partial charges, in e, on atoms 1 to 8: number 1, C, carries -0.107; number 2, C, carries -0.118; number 3, C, carries -0.481; number 4, O, carries 0.067; number 5, O, carries 0.054; number 6, H, carries 0.018; number 7, H, carries 0.084; number 8, H, carries 0.125



--- 2 ---
# C3H6O2

C3H6O2 in the gas phase (ωB97M-V with the def2-TZVPD basis set, the OMol25 dataset).

```
! RIJCOSX wB97M-V def2-TZVPD def2/J DEFGRID3
* xyz 0 1
O -2.41 -0.59 0.47
C -1.38 -0.80 -0.14
C -0.45 0.25 -0.62
C 0.68 0.32 0.55
O 1.97 -0.21 0.30
H -0.97 -1.82 -0.25
H 0.05 0.01 -1.56
H -1.02 1.19 -0.75
H 0.60 1.39 0.59
H 0.36 -0.19 1.47
H 2.57 0.46 -0.05
*
```

As for the frontier orbital gap: 0.3838 Eh. The value obtained for the HOMO energy is -9.7 eV. The SMILES is O=CCCO.

These are the Löwdin partial charges, in e, on atoms 1 to 8: number 1, O, carries 0.045; number 2, C, carries -0.314; number 3, C, carries -0.124; number 4, C, carries -0.227; number 5, O, carries -0.059; number 6, H, carries 0.128; number 7, H, carries 0.112; number 8, H, carries 0.120



Stability, highest: 2



--- 1 ---
# C3H6O2

A molecular structure, C3H6O2 (ωB97M-V with the def2-TZVPD basis set, the OMol25 dataset).

```
! RIJCOSX wB97M-V def2-TZVPD def2/J DEFGRID3
* xyz 0 1
O 1.61 0.69 -0.10
C 0.81 -0.31 0.95
C -0.50 -0.60 0.26
C -1.20 0.40 -0.58
O -0.39 -0.63 -1.17
H 1.25 0.32 -0.93
H 1.97 -0.37 0.43
H 0.63 0.31 1.84
H -1.12 -1.39 0.69
H -0.80 1.41 -0.66
H -2.26 0.30 -0.79
*
```

As for the frontier orbital gap: 0.3610 Eh. The value obtained for the HOMO energy is -8.9 eV.

These are the Löwdin partial charges, in e, on atoms 1 to 8: number 1, O, carries -0.124; number 2, C, carries -0.043; number 3, C, carries -0.314; number 4, C, carries -0.101; number 5, O, carries -0.081; number 6, H, carries 0.067; number 7, H, carries 0.136; number 8, H, carries 0.089



--- 2 ---
# C3H6O2

2 unconnected molecules or ions with the total composition C3H6O2 (ωB97M-V with the def2-TZVPD basis set, the OMol25 dataset).

```
! RIJCOSX wB97M-V def2-TZVPD def2/J DEFGRID3
* xyz 0 1
C 2.39 0.99 -0.68
C 1.25 0.37 -0.39
O 0.89 0.06 0.88
H 2.62 1.45 -1.62
H 3.07 1.03 0.18
H 0.58 -0.01 -1.14
H -0.07 -0.09 0.90
C -2.71 -0.98 0.47
O -1.86 -0.12 0.35
H -3.25 -1.33 -0.42
H -2.91 -1.37 1.46
*
```

As for the frontier orbital gap: 0.3134 Eh. The value obtained for the HOMO energy is -8.5 eV. The SMILES is C=CO.C=O.

These are the Löwdin partial charges, in e, on atoms 1 to 8: number 1, C, carries -0.002; number 2, C, carries -0.308; number 3, O, carries -0.023; number 4, H, carries 0.043; number 5, H, carries 0.059; number 6, H, carries 0.102; number 7, H, carries 0.045; number 8, C, carries -0.073



Stability, highest: 2